87
Properties=species:S:1:pos:R:3:mulliken_charge:R:1 method="wB97M-V/def2-TZVPD" lumo_energy_ha="-0.01432 / -0.01430" e_tot_ha=-3519.16697 homo_lumo_gap_ha="0.2011 / 0.2012"
Ca 0.23020 -0.51642 -0.43212 2.13
C 1.19059 -3.84490 -4.73621 0.03
C 2.41607 -3.46482 -4.25568 -0.89
C 3.52302 -3.04037 -5.17526 -1.45
C 3.15185 -1.97002 -6.27920 -1.31
C 2.01517 -1.07608 -5.90240 0.46
C 0.72518 -1.36991 -6.12072 -0.44
C 0.25424 -2.64144 -6.76808 -1.22
C 0.89811 -3.94519 -6.21476 -1.12
C -0.75999 1.66812 -0.12892 -1.87
H 0.36239 -4.11264 -4.09343 0.46
H 2.72422 -3.71400 -3.21814 1.59
H 3.90124 -3.95099 -5.67792 0.58
H 4.36276 -2.61259 -4.60055 0.13
H 4.04178 -1.32923 -6.42114 0.50
H 2.96790 -2.49994 -7.23085 0.22
H 2.33828 -0.09169 -5.56554 1.00
H -0.04311 -0.59653 -6.11861 0.04
H 0.45930 -2.55607 -7.84855 0.41
H -0.83375 -2.74196 -6.63359 0.30
H 0.16872 -4.76129 -6.32701 0.53
H 1.79912 -4.19743 -6.79536 0.27
H -1.69317 1.22433 0.27016 0.35
H -1.00669 2.54704 -0.74838 0.51
H -0.16659 2.02445 0.74186 0.22
P 1.66632 -2.56088 -1.63826 -1.73
P 0.21681 1.07572 -2.67368 0.61
C 2.10009 -1.25563 -2.77069 0.51
C 1.48854 -0.07111 -3.20447 -1.38
C 2.93263 -2.82508 -0.41093 0.79
C 4.22784 -3.03986 -0.93373 -0.44
C 5.31327 -3.14440 -0.06984 -0.73
C 5.13590 -2.98003 1.31211 -0.54
C 3.85107 -2.72174 1.83054 -0.65
C 2.74169 -2.63811 0.98654 -0.51
C 0.45452 -3.85629 -1.65303 1.48
C -0.90600 -3.61288 -2.02270 -0.21
C -1.82012 -4.65734 -1.89338 -0.55
C -1.42560 -5.89676 -1.36695 -0.63
C -0.09372 -6.11725 -0.97638 -0.71
C 0.84510 -5.10478 -1.11342 -0.64
C 0.96820 2.72157 -2.76483 0.32
C 2.09822 2.97554 -1.95528 -0.48
C 2.60297 4.27017 -1.85037 -0.59
C 2.01013 5.31516 -2.57256 -0.51
C 0.91407 5.05385 -3.40856 -0.61
C 0.37940 3.76800 -3.49783 -0.31
C -1.35646 1.03914 -3.56451 0.64
C -2.56670 1.11367 -2.84151 -0.33
C -3.78390 1.02573 -3.50969 -0.67
C -3.81332 0.82448 -4.89838 -0.48
C -2.61462 0.73753 -5.61907 -0.81
C -1.39647 0.86360 -4.95329 -0.76
H 3.17290 -1.30708 -3.07090 0.40
H 2.14566 0.48704 -3.87998 0.78
H 4.35403 -3.08913 -2.01737 0.17
H 6.30390 -3.35601 -0.47934 0.41
H 5.99587 -3.06557 1.98456 0.37
H 3.73036 -2.60121 2.91175 0.43
H 1.73706 -2.42724 1.38752 0.52
H -1.18909 -2.62432 -2.41655 0.42
H -2.85341 -4.50993 -2.22531 0.41
H -2.15110 -6.70697 -1.27781 0.37
H 0.22110 -7.08288 -0.58010 0.43
H 1.88155 -5.22009 -0.78972 0.49
H 2.56033 2.14844 -1.39476 0.25
H 3.46178 4.46189 -1.20814 0.39
H 2.41381 6.32753 -2.49516 0.37
H 0.47340 5.85564 -3.99980 0.39
H -0.49569 3.55626 -4.12055 0.35
H -2.49996 1.25151 -1.76504 0.34
H -4.71780 1.12023 -2.94780 0.43
H -4.76765 0.74729 -5.41448 0.40
H -2.62851 0.58850 -6.70433 0.40
H -0.44661 0.81763 -5.47070 1.14
F -0.79324 1.24840 6.39154 -0.31
C -0.75118 0.64954 5.19116 0.40
C -1.71384 -0.28399 4.82142 0.51
F -2.66006 -0.61557 5.70697 -0.31
C -1.68697 -0.87445 3.58486 0.05
F -2.61955 -1.78471 3.24640 -0.32
C -0.67967 -0.53487 2.65128 0.38
O -0.73820 -1.02895 1.46141 -0.94
C 0.33802 0.37319 3.07562 -0.11
F 1.34454 0.66184 2.16444 -0.35
C 0.28714 0.97861 4.31612 0.14
F 1.22952 1.88402 4.65870 -0.32

---

17
Properties=species:S:1:pos:R:3:nbo_charge:R:1 method="wB97M-V/def2-TZVPD" relative_energy_kj_mol=0.0 charge=+1 lumo_energy_ha="-0.17537 / -0.17534" e_tot_ha=-812.32345 homo_lumo_gap_ha="0.3071 / 0.3071"
C 4.12877 -0.93258 -0.22868 -0.26
C 3.25444 0.01065 -0.27075 -0.33
C -3.72590 0.29208 -0.09543 0.10
C 1.81755 -0.11181 0.22174 0.78
N -1.10892 0.60179 -0.53216 -0.28
N -2.04217 0.27599 -1.06109 0.17
N -4.00498 -0.75059 0.59135 -0.68
O 1.25247 1.09558 0.22429 -0.77
O 1.21478 -1.07572 0.57009 -0.56
P -0.25752 1.33836 0.77394 1.10
H 5.04534 -0.80072 -0.70144 0.21
H 4.06119 -1.99157 0.09494 0.23
H 3.40369 1.05548 -0.69543 0.24
H -4.61274 0.81993 -0.59934 0.20
H -4.95884 -1.12368 0.60351 0.42
H -3.24072 -1.32047 1.11805 0.43
H -0.22646 2.61728 -0.01360 0.01

---

59
Properties=species:S:1:pos:R:3:nbo_charge:R:1 method="wB97M-V/def2-TZVPD" relative_energy_kj_mol=0.0 spin_multiplicity=2 lumo_energy_ha="0.01214 / 0.00754" e_tot_ha=-3342.38159 homo_lumo_gap_ha="0.3009 / 0.3106"
Cu -0.01443 0.12982 -1.08841 1.26
N 1.68600 1.09275 -0.40058 -0.87
C 2.59267 1.31122 -1.49197 0.21
C 3.02854 2.59715 -1.77074 -0.25
C 3.86085 2.83261 -2.85444 -0.21
C 4.25939 1.77072 -3.64997 -0.22
C 3.81541 0.48879 -3.36242 -0.19
C 2.96982 0.22434 -2.28633 -0.10
C 2.46901 -1.15592 -2.02369 -0.02
C 3.32586 -2.23568 -2.24998 -0.24
C 2.88449 -3.53758 -2.07473 -0.23
C 1.57656 -3.76435 -1.67149 -0.21
C 0.72855 -2.68838 -1.43832 -0.27
C 1.14522 -1.36504 -1.59904 -0.43
H 1.41999 1.94640 0.07513 0.41
H 2.04708 0.42998 0.27950 0.41
H 2.71094 3.41667 -1.13574 0.21
H 4.19194 3.83997 -3.07130 0.22
H 4.90035 1.93795 -4.50557 0.22
H 4.10289 -0.33100 -4.00948 0.22
H 4.35128 -2.05722 -2.55308 0.21
H 3.55972 -4.36610 -2.24702 0.21
H 1.22109 -4.77844 -1.52552 0.21
H -0.28370 -2.88369 -1.10129 0.22
O -3.21954 2.13036 0.15388 -0.65
C -2.36965 1.44819 -0.39667 0.75
O -1.09235 1.57447 -0.29751 -0.86
C -2.81125 0.31643 -1.31528 0.12
C -4.14447 0.01525 -1.51613 -0.21
C -4.45945 -1.03293 -2.36369 -0.15
C -3.43735 -1.73567 -2.98404 -0.25
C -2.12790 -1.37361 -2.72429 0.06
N -1.82922 -0.36950 -1.90330 -0.51
H -4.88766 0.60545 -0.99925 0.25
H -5.49330 -1.30188 -2.54100 0.22
H -3.64507 -2.55745 -3.65521 0.23
H -1.28804 -1.89377 -3.16674 0.22
C -0.03749 1.24449 5.45680 -0.63
C 0.75202 1.26421 4.15863 -0.61
S -0.20982 1.14510 2.64529 1.25
O -1.08108 -0.07592 2.78653 -1.02
C -1.31158 2.57549 2.78078 -0.62
C -2.63147 2.26981 3.46913 -0.62
H 0.63675 1.10591 6.30268 0.22
H -0.75245 0.42183 5.45133 0.23
H -0.57935 2.17731 5.61038 0.21
H 1.41858 0.40122 4.08983 0.23
H 1.36987 2.16064 4.05232 0.22
H -1.49384 2.85954 1.74465 0.28
H -0.73635 3.36796 3.26881 0.21
H -3.09088 1.39293 3.01813 0.24
H -3.30300 3.11574 3.32230 0.22
H -2.52453 2.08884 4.53700 0.20
C -1.29837 -3.04878 1.49945 -0.24
O -1.71358 -1.87723 0.81803 -0.77
H -1.79916 -3.15101 2.46603 0.17
H -0.21501 -3.06974 1.66167 0.16
H -1.56455 -3.90798 0.88252 0.17
H -1.57895 -1.14067 1.44345 0.51

---

50
Properties=species:S:1:pos:R:3:nbo_charge:R:1 method="wB97M-V/def2-TZVPD" relative_energy_kj_mol=28.1 spin_multiplicity=5 charge=+2 lumo_energy_ha="-0.23608 / -0.32494" e_tot_ha=-1987.57922 homo_lumo_gap_ha="0.2923 / 0.2107"
Rh -1.31061 1.31896 0.03730 0.89
C 1.64295 -0.09435 -3.48511 -0.68
C 2.06986 -0.40868 -2.10633 0.32
N 3.06912 -1.24868 -1.90026 -0.40
C 3.40288 -1.50775 -0.63386 0.15
C 2.79382 -0.94246 0.53438 0.03
C 3.32539 -1.33803 1.89276 -0.12
O 2.27398 -1.45273 2.84171 -0.73
C 1.77799 -0.04323 0.36998 -0.17
C 1.30445 0.73137 1.53719 0.20
N 0.21501 1.38290 1.58747 -0.50
C -0.10389 2.13777 2.76296 0.14
C 0.30558 1.74541 4.03072 -0.24
C -0.02515 2.50389 5.14281 -0.16
C -0.77496 3.66180 5.00439 -0.16
C -1.21539 4.05680 3.74664 -0.22
C -0.88143 3.28140 2.65327 -0.18
I -1.58070 3.90456 0.76678 0.37
C 1.33406 0.21834 -0.98324 0.44
O 0.35507 0.94975 -1.28083 -0.62
H 2.22998 -0.67352 -4.19080 0.26
H 1.77569 0.97374 -3.68134 0.26
H 0.57866 -0.30395 -3.60876 0.25
H 4.23611 -2.19376 -0.50864 0.22
H 4.03900 -0.58161 2.23162 0.21
H 3.88368 -2.26861 1.79747 0.21
H 2.26233 -2.34140 3.21120 0.50
H 1.98580 0.78806 2.37839 0.22
H 0.85276 0.81808 4.15697 0.24
H 0.29685 2.17879 6.12277 0.25
H -1.03862 4.25275 5.87134 0.25
H -1.81571 4.94949 3.63326 0.25
N -4.11715 1.38627 -1.22395 -0.76
C -3.30537 0.32939 -1.03423 0.27
S -2.98271 -0.15690 0.60475 -0.02
N -2.90172 -0.31292 -2.12643 -0.55
C -2.01030 -1.42148 -2.36001 0.19
C -1.28463 -2.08852 -1.38504 -0.29
C -0.45696 -3.14021 -1.76539 -0.18
C -0.35289 -3.53130 -3.09028 -0.19
C -1.09129 -2.86150 -4.05516 -0.17
C -1.91407 -1.80868 -3.69133 -0.25
H -4.58436 1.77852 -0.42193 0.44
H -4.46227 1.64689 -2.13633 0.42
H -3.28868 0.04206 -2.99141 0.41
H -1.36679 -1.83431 -0.34018 0.23
H 0.09497 -3.67260 -1.00066 0.23
H 0.28557 -4.35912 -3.36841 0.24
H -1.03372 -3.15835 -5.09386 0.25
H -2.49219 -1.29236 -4.45235 0.22